Below is an isolated ion of composition C3H7N4O and charge +1, with properties calculated with ωB97M-V/def2-TZVPD.

## Properties
Orbital gap   8.8 eV
Charge   +1
2S+1   1

Bonds (Å) are listed after each position.
Element x y z (Å)
1 C -0.7530 1.5293 0.0120  C2 1.332, H9 1.045
2 C -1.3291 0.3316 0.0941  C1 1.332, N5 1.404, N6 1.400
3 C 0.8850 -0.5236 0.2708  N4 1.323, N5 1.364, N7 1.381
4 N 1.2104 0.7372 0.5028  C3 1.323, O8 1.401
5 N -0.4598 -0.7517 0.2993  C2 1.404, C3 1.364, H10 1.021
6 N -2.6987 0.0488 0.1603  C2 1.400, H11 1.036, H12 1.024
7 N 1.7455 -1.5820 0.0558  C3 1.381, H13 1.013, H14 1.029
8 O 2.4008 1.2112 -0.0638  N4 1.401, H15 0.960
9 H -0.5740 2.4921 -0.3513  C1 1.045
10 H -0.7135 -1.7178 0.0868  N5 1.021
11 H -3.2465 0.7764 -0.3343  N6 1.036
12 H -2.7909 -0.8429 -0.3342  N6 1.024
13 H 2.6681 -1.3913 -0.3175  N7 1.013
14 H 1.3355 -2.3936 -0.4262  N7 1.029
15 H 2.3203 2.0763 0.3456  O8 0.960

Atomic partial charges in e from the natural (NBO) method, atoms 1 to 2: 0.02 0.28